19
Properties=species:S:1:pos:R:3:forces:R:3 method="wB97M-V/def2-TZVPD" smiles="CS(C)(=O)=Nc1cccs1"
C 3.345095 1.102585 0.071267 -0.510 -2.569 -0.911
C 2.092499 1.307515 0.634844 -2.303 1.472 0.244
C 3.362661 -0.059174 -0.644172 0.205 -1.339 -0.980
C 1.076003 0.490446 0.223092 2.715 -2.355 -0.616
C -1.651223 -1.316275 -1.061081 5.795 0.459 -0.635
C -2.845366 0.399116 0.706397 -1.842 -2.593 0.479
N -0.219799 0.574680 0.489206 -5.291 -1.298 1.043
O -1.218557 -1.697174 1.466803 -0.032 -1.662 1.960
S 1.809094 -0.822371 -0.699146 0.023 0.469 -0.087
S -1.341460 -0.612955 0.576543 2.469 3.269 -2.143
H 4.222164 1.629485 0.169524 1.565 1.477 0.523
H 1.707477 2.135455 1.195197 0.596 0.628 0.438
H 4.129162 -0.638947 -1.208942 -0.364 1.080 0.754
H -2.618404 -1.472461 -1.064829 -4.964 -0.509 -0.557
H -1.243222 -0.524428 -1.733286 -0.820 -0.726 0.110
H -1.170298 -2.308575 -1.315085 -0.053 1.259 0.859
H -3.430965 0.239674 -0.220299 0.549 0.521 0.502
H -3.571416 0.258465 1.571304 1.380 -0.649 -0.829
H -2.433441 1.314934 0.842655 0.883 3.068 -0.155

***

Formula: C6H11NO2
Source: OMol25
Level of theory: ωB97M-V/def2-TZVPD

```
20
Properties=species:S:1:pos:R:3:forces:R:3
C -1.679695 -1.800282 -0.153151 0.094 0.096 0.128
C -0.938000 -0.745898 -0.912867 0.116 -0.007 -0.289
N 1.219243 -0.348881 -1.883851 -0.166 -0.045 0.244
C -1.474679 0.367896 -1.406861 0.129 -0.072 0.009
O 0.371240 -1.144696 -1.060576 -0.046 0.095 -0.180
H 0.783158 -0.302025 -2.804833 -0.076 -0.002 0.130
H 1.217135 0.592051 -1.488277 -0.092 -0.082 -0.067
H -1.644903 -2.749152 -0.691524 0.003 0.056 -0.006
H -2.716868 -1.508956 -0.001777 0.028 0.003 -0.018
H -1.209762 -1.959160 0.819271 -0.022 -0.029 -0.012
H -0.924890 1.084616 -1.996718 0.088 0.027 0.049
H -2.515156 0.582264 -1.223838 -0.058 -0.068 0.014
C 1.780354 2.410506 0.857475 -0.255 3.767 -1.643
C 1.588900 0.449902 1.632242 0.631 0.705 1.103
C 0.482623 0.407387 2.357617 0.085 -0.154 0.011
O 1.527684 2.457294 -0.274677 0.234 -1.138 1.202
H 2.180143 1.777289 1.859061 -0.785 -3.255 -0.539
H 1.938926 -0.350624 0.989580 0.129 0.027 0.027
H -0.140201 -0.479298 2.431660 -0.091 0.052 -0.112
H 0.154750 1.259767 2.952046 0.053 0.024 -0.052
```
Forces are in eV/Å.

Atomic partial charges in e from the Mulliken method, atoms 1 to 5: -1.090 0.963 -0.466 -1.043 -0.267

***

170
Properties=species:S:1:pos:R:3:forces:R:3 method="wB97M-V/def2-TZVPD" smiles=COC[C@H](C)N.COC[C@H](C)N.COC[C@H](C)N.COC[C@H](C)N.COC[C@H](C)N.COC[C@H](C)N.COC[C@H](C)N.COC[C@H](C)N.COC[C@H](C)N.COC[C@H](C)N
C -4.020244 -2.441739 2.240491 -0.132 -0.009 0.362
C -3.988756 -1.635881 0.934252 0.644 -0.895 1.876
C -5.426994 -1.443651 0.473124 0.128 -0.637 -0.197
O -5.886454 -2.712420 0.044948 -0.212 -0.345 -0.560
C -7.203365 -2.671740 -0.519963 1.262 0.816 0.570
N -3.196207 -0.438397 1.214146 -0.964 0.957 -0.424
H -2.988101 -2.537275 2.580616 -0.083 -0.191 0.161
H -4.488548 -3.420508 2.136856 0.198 -0.054 -0.262
H -4.602942 -1.946031 3.026343 0.143 0.273 -0.064
H -3.349355 -2.291814 0.335191 -0.618 0.312 -0.962
H -5.536304 -0.703448 -0.327927 0.032 0.155 0.081
H -6.042121 -1.167721 1.341546 0.088 0.507 -0.066
H -7.458925 -3.687442 -0.793963 -0.234 -0.002 0.000
H -7.170709 -1.999918 -1.381952 -0.310 -0.161 -0.251
H -7.862095 -2.221990 0.226811 -0.436 -0.293 -0.074
H -3.662249 0.132972 1.931268 0.200 -0.458 -0.082
H -3.320796 0.155167 0.391939 0.374 -0.217 0.063
C 1.085364 -4.301911 -3.777242 0.056 -0.094 0.309
C 2.153383 -5.301592 -3.291151 -0.606 0.392 -0.357
C 2.786584 -4.860094 -1.983956 -0.413 -0.126 0.913
O 3.497092 -3.643276 -2.059521 0.036 -0.307 0.720
C 4.200212 -3.391578 -0.827606 -0.093 0.204 -0.843
N 1.526504 -6.605503 -3.140194 0.153 -0.862 -0.412
H 0.523494 -4.678687 -4.631948 0.282 -0.219 -0.095
H 1.545079 -3.353252 -4.057947 -0.153 0.072 0.225
H 0.336999 -4.165960 -2.991380 0.086 0.268 0.061
H 2.881191 -5.354799 -4.102878 0.270 -0.241 0.206
H 3.366200 -5.650141 -1.485132 0.596 -0.106 -0.707
H 1.962923 -4.804263 -1.247183 -0.219 0.522 -0.114
H 4.666617 -2.417948 -0.955260 0.074 0.025 0.086
H 4.973224 -4.146571 -0.672386 0.037 -0.083 0.002
H 3.553658 -3.355457 0.051100 -0.279 -0.047 -0.105
H 1.095818 -6.822978 -2.251028 -0.021 0.530 0.131
H 2.166126 -7.366413 -3.327958 0.071 0.105 -0.034
C 5.534924 5.254461 4.042424 0.566 0.071 0.106
C 6.218839 4.847833 2.746448 -0.874 -0.282 -0.864
C 5.925950 3.387362 2.327169 0.273 0.795 0.910
O 6.589973 2.530646 3.228342 -0.247 -0.185 0.188
C 6.242372 1.167026 3.059740 0.291 0.463 -0.944
N 5.694100 5.742086 1.701183 0.316 0.034 -0.123
H 4.449784 5.326734 3.953090 -0.056 -0.427 -0.113
H 5.847278 6.274495 4.270951 0.158 -0.078 0.177
H 5.838859 4.575463 4.840219 -0.256 0.099 0.134
H 7.299147 4.950110 2.852724 0.020 0.188 -0.081
H 6.230246 3.222054 1.289056 0.155 -0.091 -0.062
H 4.835219 3.279623 2.381604 -0.107 -0.371 -0.018
H 6.634998 0.591738 3.892763 -0.237 0.058 0.140
H 6.714684 0.800884 2.136722 -0.037 -0.163 0.061
H 5.161823 1.076384 2.911366 -0.039 -0.253 0.401
H 6.244271 5.673990 0.850173 0.033 -0.018 0.080
H 4.756459 5.433953 1.437066 0.133 0.118 0.013
C -3.015000 5.217666 1.676616 -1.430 0.121 -1.510
C -3.054036 3.774771 2.164076 0.531 0.112 0.068
C -4.410373 3.115130 1.936650 0.268 -0.245 -0.262
O -4.400566 1.867852 2.616142 -0.406 0.365 0.149
C -5.039556 1.839003 3.877180 -0.120 -0.758 0.122
N -2.039229 3.057569 1.377272 1.561 -0.132 0.284
H -3.294555 5.133983 0.613463 0.131 -0.056 -0.058
H -2.088896 5.785375 1.608639 0.281 -0.379 0.754
H -3.830670 5.855814 2.026477 0.268 -0.071 0.639
H -2.800219 3.637025 3.222616 -0.306 0.466 0.139
H -4.568899 2.861443 0.885301 0.359 0.166 -0.151
H -5.257155 3.761538 2.186029 0.034 -0.087 0.527
H -4.381908 1.363918 4.611949 0.124 0.280 -0.027
H -5.906147 1.170197 3.803265 -0.149 0.317 0.049
H -5.345862 2.825627 4.225985 0.034 0.001 -0.023
H -1.181892 3.608689 1.508420 -0.244 0.328 -0.580
H -1.651256 2.256893 1.886664 -1.050 -0.394 -0.052
C 2.095828 0.546690 2.665042 1.149 0.874 0.306
C 0.763008 0.369814 2.010939 -0.991 -1.100 -0.403
C 0.862718 0.118548 0.495502 1.424 -0.772 -0.129
O 1.178014 -1.261746 0.223123 -0.669 0.019 0.421
C 0.710558 -1.682344 -1.045618 0.129 -0.379 0.930
N -0.058139 -0.698855 2.635195 0.276 0.382 -0.345
H 2.881734 -0.198475 2.519502 -0.529 -0.496 -0.283
H 2.027677 0.679544 3.746407 -0.263 -0.030 -0.018
H 2.536611 1.466854 2.260186 -0.009 0.088 0.118
H 0.167050 1.278579 2.120506 0.382 0.238 0.110
H 1.770781 0.591155 0.107337 -0.540 0.948 -0.238
H -0.056640 0.374038 -0.034926 0.055 0.296 0.022
H -0.367680 -1.506283 -1.131544 0.007 0.239 -0.241
H 0.847888 -2.761871 -1.035607 0.166 -0.012 -0.390
H 1.289058 -1.210984 -1.842565 -0.151 -0.059 -0.195
H -1.000637 -0.486159 2.314721 -0.289 -0.410 0.173
H 0.195239 -1.545568 2.125950 -0.091 -0.097 0.220
C 2.727374 -1.440200 6.579763 0.471 -0.204 0.060
C 2.242995 -2.776427 6.026291 -0.757 0.572 0.437
C 0.813040 -3.027745 6.512681 -1.100 0.117 -0.876
O 0.287801 -4.189509 5.882027 0.721 -0.605 0.672
C -1.111576 -4.389274 5.916896 0.535 0.133 -0.650
N 2.262318 -2.701628 4.565224 -0.279 -0.852 -0.022
H 3.075343 -1.533083 7.610080 -0.151 0.111 0.039
H 1.966205 -0.660404 6.514456 -0.085 -0.073 0.019
H 3.571899 -1.125881 5.966048 0.051 0.065 0.082
H 2.877146 -3.586739 6.392252 0.158 0.004 -0.295
H 0.203007 -2.202557 6.113786 0.099 0.352 0.331
H 0.666621 -3.073021 7.596209 0.272 -0.056 0.105
H -1.238004 -5.435639 5.646807 -0.261 0.001 0.017
H -1.547477 -3.760828 5.134333 -0.379 0.034 0.136
H -1.602438 -4.202646 6.874003 0.239 0.123 0.169
H 1.960650 -3.631398 4.271209 0.207 0.115 -0.286
H 1.464649 -2.127330 4.282814 0.217 0.268 -0.049
C 1.895270 -0.825009 -6.503149 0.996 0.257 0.883
C 3.302606 -1.388755 -6.226406 0.035 -0.848 -0.568
C 3.747333 -1.405081 -4.758377 -1.604 1.002 0.376
O 3.688266 -0.033697 -4.373442 0.541 0.917 0.063
C 4.083099 0.201562 -3.019581 -0.482 -0.817 -1.055
N 3.430665 -2.717486 -6.821596 0.681 -0.497 0.098
H 1.896999 0.112727 -5.942410 -0.687 0.138 -0.412
H 1.102788 -1.498304 -6.170918 0.083 -0.011 0.338
H 1.752953 -0.707064 -7.575242 0.107 0.334 -0.013
H 4.047377 -0.727101 -6.675604 -0.124 -0.064 -0.385
H 4.743237 -1.804069 -4.559724 -0.030 -0.291 -0.369
H 2.987971 -1.896282 -4.131451 0.389 -0.518 -0.048
H 5.149082 -0.009383 -2.907064 0.014 -0.202 0.263
H 3.445038 -0.478248 -2.447191 0.376 0.193 0.743
H 3.909819 1.242445 -2.764315 -0.214 0.035 -0.086
H 3.514616 -2.704763 -7.828101 0.046 0.240 -0.003
H 2.645708 -3.321330 -6.614969 -0.095 0.129 0.206
C -3.084263 -2.320179 -3.400961 0.413 0.373 -0.487
C -4.368478 -1.722005 -3.989307 -0.174 0.050 0.708
C -5.445268 -2.802623 -4.187413 1.014 0.017 -0.447
O -5.087621 -3.675819 -5.244726 0.756 -0.539 0.102
C -5.268927 -3.166728 -6.544090 -1.048 0.374 0.133
N -4.909264 -0.728476 -3.068839 -0.429 0.274 0.394
H -3.206907 -2.607540 -2.354579 -0.289 -0.278 -0.093
H -2.329794 -1.526990 -3.373931 0.082 -0.025 -0.077
H -2.667442 -3.136750 -3.994646 -0.137 -0.091 0.098
H -4.148924 -1.194223 -4.921710 -0.010 -0.215 -0.088
H -6.452575 -2.409944 -4.339756 0.009 0.289 0.064
H -5.400227 -3.401622 -3.275895 -0.381 -0.170 -0.019
H -5.080897 -2.089796 -6.606740 -0.031 -0.028 0.040
H -6.319746 -3.360045 -6.797577 0.066 0.258 -0.386
H -4.642542 -3.645735 -7.294212 0.196 -0.322 0.381
H -5.120264 -1.198945 -2.191513 -0.164 -0.156 -0.113
H -4.189855 -0.078563 -2.765006 -0.019 -0.125 -0.141
C 1.491316 3.552468 -0.017456 1.014 0.308 0.234
C 1.638186 4.840187 0.791956 0.523 -0.084 -1.188
C 1.849633 4.621519 2.267271 -1.762 -0.554 0.765
O 0.837060 3.731524 2.794482 0.375 0.879 -0.128
C 1.023493 3.567191 4.195145 -1.583 -1.199 -0.518
N 2.850552 5.541096 0.336090 0.158 -0.012 0.528
H 1.841749 3.762778 -1.030766 -0.591 -0.053 -0.220
H 0.490761 3.134807 0.006054 -0.005 -0.113 -0.107
H 2.234907 2.835380 0.340009 -0.265 -0.179 0.199
H 0.792599 5.503821 0.564958 -0.347 -0.319 0.533
H 1.697980 5.587388 2.764293 0.542 0.017 0.225
H 2.790804 4.143589 2.536423 0.442 0.416 -0.423
H 1.878996 2.918584 4.385955 0.449 0.592 0.273
H 0.157867 2.966726 4.497571 0.064 -0.022 0.106
H 0.920022 4.492603 4.760937 0.678 0.194 -0.062
H 2.840027 6.468442 0.748329 0.263 0.094 -0.310
H 2.910247 5.614732 -0.670006 -0.188 0.115 -0.005
C -3.902495 2.745763 -2.338666 -0.744 -0.318 -0.757
C -2.796080 1.779084 -2.640955 1.591 -0.128 1.269
C -1.434467 2.507449 -2.844871 -0.730 0.526 -1.020
O -0.343697 1.623248 -2.781624 0.296 0.158 0.066
C -0.196406 0.721152 -3.849327 -0.209 -1.322 0.211
N -2.623471 0.870835 -1.493417 -0.876 -0.114 -0.869
H -4.838607 2.227419 -2.112770 0.175 -0.210 0.194
H -4.157390 3.309036 -3.240092 0.283 0.540 0.297
H -3.620651 3.342119 -1.471253 -0.055 0.343 -0.187
H -2.954711 1.121418 -3.498921 -0.333 0.410 -0.234
H -1.260819 3.297984 -2.111035 -0.126 -0.367 0.433
H -1.464599 3.064369 -3.795905 0.132 -0.268 -0.187
H 0.399591 1.072523 -4.690088 -0.127 0.377 0.040
H -1.137180 0.273813 -4.192747 -0.217 0.618 -0.274
H 0.277187 -0.180895 -3.448393 0.486 0.307 0.023
H -2.549981 1.406421 -0.634753 0.668 0.094 -0.080
H -1.793950 0.337572 -1.724869 0.185 -0.022 0.892

***

So what do the calculations give for E? Going down the list: -1160.263107, -440.208524, -2889.736157 hartree.
So what do the calculations give for energy above the lowest of the compared OMol25 structures with the same formula, charge and spin? Going down the list: 67.35, 174.90, 47.07 kcal/mol.